[1]
# C27H21ClMgN6OS

C27H21ClMgN6OS as an isolated structure (ωB97M-V/def2-TZVPD, OMol25).

## Properties
- Orbital gap (spin up / spin down): 3.60 / 4.54 eV
- Energy above the lowest of the compared OMol25 structures with the same formula, charge and spin: 725.1 kJ/mol
- Net charge: -2

CARTESIAN COORDINATES (ANGSTROEM)
Mg1 0.58277 -0.17218 0.71073
C1 -1.80519 2.79790 -3.74848
C2 -2.71221 1.88111 -3.22321
C3 -2.27366 0.86721 -2.37012
C4 -0.91643 0.72543 -2.03299
C5 -0.02076 1.68552 -2.56581
C6 -0.45544 2.69921 -3.41290
N1 -0.45114 -0.21967 -1.16847
C7 -0.68791 -1.51280 -1.52964
C8 -1.05182 -1.96114 -2.81447
C9 -1.25290 -3.31365 -3.09201
C10 -1.07660 -4.26493 -2.09720
C11 -0.68862 -3.85491 -0.82480
C12 -0.49832 -2.49919 -0.53993
N2 -0.04005 -2.07617 0.71810
N3 -0.92438 -2.27375 1.63221
C13 -0.55792 -1.61947 2.81701
C14 -0.99979 -2.13854 4.03460
C15 -0.66612 -1.48514 5.21297
C16 0.09128 -0.32120 5.15020
C17 0.48475 0.14070 3.90221
N4 0.18535 -0.47502 2.74372
H1 -2.14690 3.58896 -4.40613
H2 -3.76676 1.95258 -3.46508
H3 -2.99196 0.16993 -1.94910
H4 1.03037 1.62079 -2.29828
H5 0.26261 3.41224 -3.80106
H6 -1.16994 -1.23925 -3.61778
H7 -1.53747 -3.61250 -4.09542
H8 -1.22327 -5.31756 -2.31231
H9 -0.51952 -4.58383 -0.04117
H10 -1.59706 -3.04184 4.04500
H11 -0.99886 -1.87671 6.16882
H12 0.36663 0.21993 6.04746
H13 1.07038 1.04624 3.79567
S1 2.50837 1.05588 1.58608
C18 2.95048 -0.02349 0.19363
C19 4.30114 0.02043 -0.14923
C20 4.76083 -0.76454 -1.20514
C21 3.87307 -1.57316 -1.89694
C22 2.53957 -1.57185 -1.50789
N5 2.05168 -0.83860 -0.50237
H14 4.99140 0.65447 0.39374
H15 5.81074 -0.73649 -1.47803
H16 4.20598 -2.19166 -2.72087
H17 1.80585 -2.18680 -2.01746
Cl1 -1.40124 3.73389 4.33246
C23 -1.21087 3.30583 2.67522
C24 -1.67130 4.13751 1.68024
C25 -1.49753 3.75517 0.36803
C26 -0.86494 2.54466 0.10246
N6 -0.40330 1.70774 1.03518
C27 -0.59344 2.12134 2.31452
H18 -2.16138 5.07613 1.91927
H19 -1.84499 4.38191 -0.44380
H20 -0.71959 2.23337 -0.87944
H21 -0.22325 1.44931 3.06265
O1 1.74960 -1.23932 1.56537

[2]
# C27H21Co2N2O8

C27H21Co2N2O8 as an isolated structure (ωB97M-V/def2-TZVPD, OMol25).

## Properties
- Orbital gap: 4.75 eV
- Energy above the lowest of the compared OMol25 structures with the same formula, charge and spin: 203.1 kJ/mol
- Net charge: -1

CARTESIAN COORDINATES (ANGSTROEM)
C1 -0.39205 -3.31769 1.80575
O1 -0.14034 -1.93692 1.46472
C2 -1.14948 -1.03198 1.52721
C3 -0.76564 0.30468 1.50209
N1 0.60534 0.69329 1.36154
C4 1.38630 0.38852 0.25027
N2 2.67262 0.67320 0.66256
C5 3.93463 0.44285 -0.02518
C6 2.64785 1.24592 1.90900
C7 1.36992 1.26814 2.33526
C8 -1.70028 1.32485 1.64681
O2 -1.17060 2.57094 1.66601
C9 -2.07454 3.69490 1.76202
C10 -3.06298 1.00517 1.80668
C11 -3.44254 -0.33319 1.81727
C12 -2.50865 -1.35511 1.66789
H1 0.58580 -3.79316 1.76021
H2 -0.81038 -3.39378 2.81710
H3 -1.07090 -3.78361 1.08150
H4 3.95342 -0.55606 -0.47931
H5 4.11427 1.19904 -0.79987
H6 4.73091 0.51318 0.73035
H7 3.54913 1.55195 2.41633
H8 0.94110 1.59273 3.26990
H9 -1.40789 4.55588 1.77260
H10 -2.74494 3.73244 0.89105
H11 -2.66996 3.65502 2.68616
H12 -3.79704 1.79996 1.94542
H13 -4.49474 -0.59598 1.92683
H14 -2.80369 -2.40226 1.69654
O3 -0.27231 0.02677 -1.14393
C13 0.91720 -0.47409 -0.67592
Co1 1.73311 -1.96568 -1.38201
C14 2.63638 -2.52855 -0.02983
O4 3.14973 -2.99033 0.90370
C15 0.11613 -2.56470 -1.25549
O5 -1.01556 -2.82414 -1.23658
C16 1.69919 -1.76414 -3.39633
C17 1.69317 -3.10827 -3.95469
C18 2.65932 -4.06363 -3.55667
C19 2.51829 -5.39924 -3.94028
C20 1.45729 -5.78388 -4.76415
C21 0.55400 -4.82225 -5.23416
C22 0.67626 -3.48897 -4.85143
C23 1.11331 -0.58396 -3.03604
C24 -0.10069 0.09118 -2.57389
Co2 2.80807 -0.31836 -3.48428
C25 3.31874 0.10248 -5.11729
O6 3.72982 0.39800 -6.15756
C26 4.31358 -1.12439 -3.02734
O7 5.32295 -1.62155 -2.74322
C27 2.58524 1.26790 -2.76551
O8 2.32042 2.29594 -2.29204
H15 3.50633 -3.75684 -2.93169
H16 3.25085 -6.12857 -3.59217
H17 1.34219 -6.82977 -5.05187
H18 -0.25510 -5.10779 -5.90432
H19 -0.01105 -2.72219 -5.21872
H20 -0.11454 1.15256 -2.84905
H21 -1.00690 -0.35947 -3.01576

[3]
# C27H21N5O3Re

C27H21N5O3Re as an isolated structure (ωB97M-V/def2-TZVPD, OMol25).

## Properties
- 2S+1: 4
- Orbital gap (spin up / spin down): 6.18 / 5.64 eV
- <S²>: 3.7699
- Energy above the lowest of the compared OMol25 structures with the same formula, charge and spin: 165.3 kJ/mol
- Net charge: +2

CARTESIAN COORDINATES (ANGSTROEM)
Re1 0.53518 -2.12000 -1.10378
O1 -0.83614 -5.34759 0.98294
C1 -0.75638 -4.34158 0.35924
N1 0.40235 -3.81643 -0.20525
C2 1.63270 -4.51598 0.06931
C3 2.84173 -3.59779 -0.06957
C4 4.07796 -3.97397 0.48785
C5 5.07607 -3.03522 0.47639
C6 4.90787 -1.84642 -0.16567
C7 3.71185 -1.59262 -0.85057
N2 2.65386 -2.44994 -0.75319
C8 -1.92321 -3.51105 -0.03980
C9 -3.22365 -3.76285 0.29225
C10 -4.23257 -2.89634 -0.18525
C11 -3.83310 -1.83739 -0.98790
C12 -2.49759 -1.59605 -1.28719
N3 -1.56647 -2.46935 -0.84946
H1 1.62554 -4.99562 1.03663
H2 1.68161 -5.21942 -0.75926
H3 4.26596 -4.88021 1.03239
H4 6.08163 -3.25403 0.84199
H5 5.73502 -1.13854 -0.17530
H6 3.61216 -0.70130 -1.43636
H7 -3.50568 -4.55579 0.95721
H8 -5.28161 -3.00710 0.09841
H9 -4.52078 -1.12640 -1.43738
H10 -2.12829 -0.82977 -1.96979
O2 0.36936 -0.49280 -2.52171
C13 0.22291 0.29218 -1.52841
N4 0.15970 1.59709 -1.43978
C14 -0.26524 1.96023 -0.09539
C15 -0.14875 0.62811 0.62509
O3 -0.37256 0.33866 1.76449
N5 0.22669 -0.32169 -0.32284
C16 -1.73839 2.46724 -0.20360
C17 -1.99861 3.55015 -1.06010
C18 -3.30524 3.99516 -1.15309
C19 -4.32414 3.57582 -0.33640
C20 -3.99865 2.59348 0.51066
C21 -2.75682 1.98162 0.59449
C22 0.76135 2.86562 0.62056
C23 0.39795 3.74510 1.56384
C24 1.34138 4.57245 2.15956
C25 2.74207 4.48611 1.88981
C26 3.08276 3.62057 0.84258
C27 2.07896 2.87538 0.20282
H11 0.09327 2.24332 -2.21103
H12 -1.24018 3.98326 -1.73435
H13 -3.49468 4.76571 -1.89321
H14 -5.31035 3.98294 -0.48926
H15 -4.75008 2.18425 1.12453
H16 -2.67991 1.26415 1.38307
H17 -0.59398 3.84553 1.84586
H18 1.01010 5.29265 2.88464
H19 3.49031 4.94247 2.56914
H20 4.16342 3.37167 0.67039
H21 2.30130 2.21233 -0.62124

[4]
# C27H21N6O4RuS

C27H21N6O4RuS as an isolated structure (ωB97M-V/def2-TZVPD, OMol25).

## Properties
- Orbital gap: 6.36 eV
- Net charge: +1

CARTESIAN COORDINATES (ANGSTROEM)
Ru1 0.49871 0.88692 -0.81001
C1 -0.97649 2.40695 -4.45194
C2 -1.20411 1.27777 -5.24433
C3 -0.80150 0.05556 -4.78304
C4 -0.16708 -0.07035 -3.53416
N1 0.00096 1.03008 -2.74942
C5 -0.38752 2.24887 -3.23140
N2 0.24539 -1.35072 -3.23422
C6 1.05150 -1.59978 -2.26744
N3 1.46583 -0.69471 -1.31580
C7 2.46729 -1.23987 -0.54276
N4 3.19733 -0.59043 0.28668
C8 3.15835 0.78572 0.41478
C9 4.19292 1.31921 1.19801
C10 4.34622 2.67360 1.33037
C11 3.45408 3.52018 0.66952
C12 2.43318 2.97188 -0.05391
N5 2.26422 1.62735 -0.18504
C13 2.59705 -2.65696 -0.91851
C14 3.41758 -3.65396 -0.42973
C15 3.31713 -4.90175 -1.03413
C16 2.43978 -5.12636 -2.09558
C17 1.62999 -4.11271 -2.59494
C18 1.72330 -2.87978 -1.98008
H1 -1.25975 3.39758 -4.77665
H2 -1.68232 1.36693 -6.21057
H3 -0.93020 -0.85376 -5.35066
H4 -0.21178 3.07505 -2.56327
H5 4.85585 0.60799 1.66764
H6 5.15016 3.07730 1.93146
H7 3.53878 4.59559 0.72614
H8 1.68680 3.57719 -0.53819
H9 4.09934 -3.46880 0.38904
H10 3.93263 -5.71874 -0.68163
H11 2.39628 -6.11244 -2.53870
H12 0.95470 -4.28014 -3.42293
C19 -4.85058 -0.17060 5.45089
C20 -3.82742 -0.24030 4.35538
C21 -3.97830 -1.13692 3.29471
C22 -3.04763 -1.19899 2.27691
C23 -1.95622 -0.33457 2.32160
C24 -1.78244 0.57784 3.35470
C25 -2.71834 0.60455 4.37242
S1 -0.79540 -0.42040 1.04070
O1 -0.51090 -1.78442 0.72711
O2 0.35044 0.49130 1.35645
N6 -1.30811 0.38013 -0.32126
C26 -2.24878 1.48485 -0.07676
C27 -1.44887 2.77681 0.17835
O3 -1.86912 3.71440 0.79390
O4 -0.27906 2.73488 -0.44989
H13 -5.46749 -1.06690 5.48000
H14 -5.51000 0.68647 5.29896
H15 -4.37541 -0.04880 6.42382
H16 -4.83203 -1.80238 3.27542
H17 -3.15656 -1.91580 1.47236
H18 -0.93448 1.24975 3.35854
H19 -2.58909 1.30130 5.19134
H20 -2.93546 1.28241 0.74076
H21 -2.82334 1.64492 -0.99097